C25H46N | wB97M-V/def2-TZVPD

## Properties
total charge = +1
E = -1034.73095 Eh
SMILES string = CCCCCCCCCCCCCCCC[N+](C)(C)Cc1ccccc1
HOMO energy = -0.466 Eh
HOMO-LUMO gap = 10.496 eV

Geometry as XYZ:
```
72
C25H46N wB97M-V/def2-TZVPD
N 2.2931 -0.6238 -0.7978
C -0.8088 -4.6004 -1.4637
C 2.3730 2.1288 1.1613
C -3.2470 -4.0987 -2.2183
C -0.2127 -3.3122 -2.0316
C -1.7537 5.1419 1.0652
C -2.9555 1.2450 -0.8658
C -0.8922 3.8837 1.1496
C -1.9200 2.3363 -0.5909
C -2.5889 -0.1180 -0.2826
C 3.7954 2.3503 3.0793
C -3.1979 -2.5667 -0.1249
C 0.8806 -2.7492 -1.1175
C 3.4386 -1.4404 -0.3632
C 3.0938 2.9255 2.0329
C -0.9309 6.4013 1.3064
C 1.5327 -0.1125 0.3939
C 2.7984 0.5175 -1.5828
C -2.0571 -5.0647 -2.2161
C 2.3448 0.7476 1.3263
C 3.7619 0.9775 3.2596
C 3.0372 0.1799 2.3914
C -3.8301 -3.7657 -0.8388
C -3.5165 -1.2239 -0.7838
C 1.3840 -1.4216 -1.6782
C -1.6824 2.5968 0.8967
H 3.4346 1.1438 -0.9599
H 1.8113 2.5887 0.3622
H 3.1037 -2.2486 0.2821
H 3.9411 -1.8647 -1.2305
H 1.6897 -3.4767 -1.0464
H 0.1960 -3.5079 -3.0243
H -2.2252 5.2040 0.0828
H -3.7396 -4.6460 -0.1993
H 4.2922 0.5260 4.0831
H 3.3783 0.1612 -2.4322
H 2.9970 -0.8867 2.5589
H 1.1543 -0.9764 0.9414
H -0.4411 3.8364 2.1437
H -3.5655 -2.5454 0.9036
H -3.0771 1.1465 -1.9479
H -3.9173 1.5575 -0.4573
H 0.5235 -0.7898 -1.9133
H 0.6827 0.4618 0.0179
H 4.1441 -0.8217 0.1884
H -4.8957 -3.5577 -0.9520
H -4.5518 -0.9526 -0.5744
H -1.7845 -5.2670 -3.2548
H 3.0996 3.9955 1.8980
H -0.4645 6.3706 2.2888
H -1.5625 7.2840 1.2554
H -1.5592 -0.3681 -0.5633
H -2.1166 -2.6891 -0.0749
H -0.1475 6.4985 0.5571
H -2.6454 2.6684 1.4043
H 1.9184 -1.6181 -2.6105
H -0.0595 -5.3936 -1.5162
H -0.0792 3.9635 0.4226
H -2.3805 -6.0092 -1.7747
H -0.9709 2.0702 -1.0714
H -2.6335 -0.0776 0.8069
H -3.4172 -1.3020 -1.8684
H 1.9678 1.1159 -1.9528
H -4.0306 -4.5768 -2.8092
H -2.2682 3.2569 -1.0608
H -1.1430 1.7531 1.3362
H -1.0005 -2.5669 -2.1365
H -2.5487 5.0811 1.8109
H 0.4504 -2.6162 -0.1236
H -2.9807 -3.1817 -2.7446
H -1.0569 -4.4619 -0.4108
H 4.3555 2.9709 3.7604
```

These are the Mulliken partial charges, in e, on atoms 1 to 8: N 0.464; C -0.819; C -0.184; C -0.654; C -0.667; C -0.374; C -1.208; C -0.648